Record 1
Here is a single C2H4N2O3 molecule at a distorted geometry from OMol25. Energies are from the ωB97M-V functional and the def2-TZVPD basis.

As for the lowest unoccupied orbital energy: 0.027 Eh. The net charge is 0. The multiplicity is 1.

Last column: Löwdin charge in e.
CARTESIAN COORDINATES (ANGSTROEM)
O 2.49 0.03 -0.28  0.089
C 1.29 0.07 -0.13  -0.550
N 0.46 1.12 -0.48  0.106
O -0.88 0.88 -0.74  -0.083
C -1.42 -0.03 0.21  -0.212
O -0.64 -1.15 0.15  -0.070
N 0.67 -0.88 0.60  0.080
H 0.73 1.58 -1.26  0.110
H -2.40 -0.38 -0.28  0.173
H -1.43 0.51 1.17  0.142
H 1.13 -1.76 1.04  0.215

=====

Record 2
Here is 3 unconnected molecules or ions with the total composition C2H4N2O3S at a distorted geometry from OMol25. Energies are from the ωB97M-V functional and the def2-TZVPD basis.

As for the lowest unoccupied orbital energy (alpha / beta): -0.034 / -0.034 Eh. The net charge is 0. The multiplicity is 1.

Last column: Löwdin charge in e.
CARTESIAN COORDINATES (ANGSTROEM)
N -0.71 -0.89 2.14  0.155
C -0.88 -0.34 3.21  -0.393
O -1.28 0.55 3.85  0.145
H -0.62 -1.92 1.83  0.148
O 0.03 -0.16 -0.49  0.027
C -0.24 0.84 0.04  -0.434
O 0.49 2.01 0.01  0.069
H -1.05 0.94 0.76  0.122
H 1.06 1.75 -0.74  0.110
N 1.28 -0.89 -3.97  -0.523
S 0.89 -1.95 -2.93  0.614
H 1.04 0.07 -3.69  -0.040

=====

Record 3
Here is a single C2H4N2OS molecule at a distorted geometry from OMol25. Energies are from the ωB97M-V functional and the def2-TZVPD basis.

As for the lowest unoccupied orbital energy: 0.024 Eh. The net charge is 0. The multiplicity is 1.

Last column: Löwdin charge in e.
CARTESIAN COORDINATES (ANGSTROEM)
H -0.64 1.55 -1.93  0.047
N -0.48 1.75 -0.94  0.080
C -0.02 0.82 -0.23  -0.839
N 0.02 0.80 1.11  0.069
S 0.90 -0.55 -1.00  0.929
C 0.08 -1.95 -0.13  -0.564
O 0.05 -3.06 -0.55  -0.001
H -0.28 1.67 1.45  0.083
H 0.91 0.52 1.48  0.098
H -0.55 -1.55 0.75  0.098

=====

Record 4
Here is a single C2H4N2S molecule at a distorted geometry from OMol25. Energies are from the ωB97M-V functional and the def2-TZVPD basis.

As for the lowest unoccupied orbital energy: -0.004 Eh. The net charge is 0. The multiplicity is 1.

Last column: Löwdin charge in e.
CARTESIAN COORDINATES (ANGSTROEM)
C 1.50 -0.82 -0.54  -0.009
N 0.33 -0.69 -0.13  0.002
C -0.37 0.32 0.45  -0.935
N -1.56 0.60 -0.05  0.054
S 0.13 1.15 1.87  0.517
H 2.03 -1.69 -0.83  0.059
H 2.27 0.05 -0.60  0.110
H -2.12 0.19 -0.82  0.129
H -2.21 0.89 0.66  0.074

=====

Record 5
Here is a single C2H4N2S molecule at a distorted geometry from OMol25. Energies are from the ωB97M-V functional and the def2-TZVPD basis.

As for the lowest unoccupied orbital energy: 0.020 Eh. The net charge is 0. The multiplicity is 1.

Last column: Löwdin charge in e.
CARTESIAN COORDINATES (ANGSTROEM)
C -1.70 0.71 -0.06  -0.126
N -0.35 0.64 0.44  0.040
C 0.67 0.09 0.08  -0.338
N 1.89 -0.19 0.01  -0.345
S 2.37 -1.80 0.15  0.743
H -2.46 1.02 0.76  0.094
H -1.84 1.40 -0.87  0.062
H -2.09 -0.35 -0.23  0.098
H 3.50 -1.52 -0.27  -0.227

=====

Record 6
Here is a single C2H4N2S molecule at a distorted geometry from OMol25. Energies are from the ωB97M-V functional and the def2-TZVPD basis.

As for the lowest unoccupied orbital energy: -0.001 Eh. The net charge is 0. The multiplicity is 1.

Last column: Löwdin charge in e.
CARTESIAN COORDINATES (ANGSTROEM)
C -0.61 -0.33 -1.40  -0.026
N -0.54 -1.06 -0.30  0.004
N -0.16 -0.36 0.85  -0.121
C 0.77 0.57 0.86  -0.815
S 1.52 1.12 2.17  0.622
H -0.91 -0.89 -2.33  0.087
H -0.51 0.74 -1.48  0.066
H -0.41 -0.66 1.80  0.135
H 0.85 0.88 -0.17  0.048

=====

Computed ΔE to the lowest compared entry with this formula, charge and spin (eV) in order:
4.864 2.911 1.499 0.858 1.743 1.761